[1]
The following is a DFT calculation (ωB97M-V with the def2-TZVPD basis set) of C6H13N in the gas phase in a non-equilibrium geometry.

Calculated values
**Total energy**: -7922.1085 eV
**Energy above the lowest of the compared OMol25 structures with the same formula, charge and spin**: 69.91 kJ/mol
**2S+1**: 1
**E_LUMO**: 1.1 eV
**Structure (SMILES)**: CCC(=CN)CC
**Total charge**: 0

The geometry in XYZ format:
```
20
Properties=species:S:1:pos:R:3:lowdin_charge:R:1
C 0.0889 -0.9585 2.0555 -0.095
C 0.7601 -0.4951 0.7392 -0.221
C -0.1585 0.1773 -0.2329 -0.279
C -1.1434 -0.4838 -0.8408 -0.172
N -1.2291 -1.8817 -0.7563 0.039
C 0.0638 1.6394 -0.5364 -0.229
C 1.5164 2.1320 -0.5407 -0.112
H -0.1222 -2.0281 2.1303 0.062
H 0.7112 -0.6767 2.9091 0.063
H -0.8679 -0.4586 2.1748 0.070
H 1.5725 0.1525 1.0576 0.085
H 1.3314 -1.3219 0.3070 0.106
H -1.9203 0.0339 -1.3955 0.111
H -2.1119 -2.3477 -0.8601 0.073
H -0.4293 -2.4171 -1.0431 0.081
H -0.4496 1.9140 -1.4616 0.100
H -0.4796 2.2931 0.1659 0.110
H 1.6252 2.9945 -1.1991 0.069
H 2.1528 1.3415 -0.9506 0.075
H 1.8466 2.3432 0.4702 0.065
```

***

[2]
The following is a DFT calculation (ωB97M-V with the def2-TZVPD basis set) of C6H13N in the gas phase in a non-equilibrium geometry.

Calculated values
**Total energy**: -7917.7140 eV
**Energy above the lowest of the compared OMol25 structures with the same formula, charge and spin**: 493.92 kJ/mol
**2S+1**: 1
**E_LUMO**: -1.0 eV
**Total charge**: 0

The geometry in XYZ format:
```
20
Properties=species:S:1:pos:R:3:lowdin_charge:R:1
C -2.5437 -0.6079 -0.4794 -0.233
C -1.2566 -1.0487 -0.1274 -0.170
C -0.0346 0.1230 -0.5183 -0.145
C 1.6399 0.9834 1.1096 -0.100
C 1.2575 0.0114 0.0616 -0.334
C 2.3713 -0.3124 -0.8816 -0.095
N -3.3041 0.1760 0.4912 -0.013
H -3.2013 -1.2374 -1.0723 0.084
H 0.8772 1.2509 1.8356 0.075
H -1.2167 -0.9993 0.9662 0.099
H -0.8515 -1.9899 -0.4739 0.103
H -0.4202 1.0721 -0.1275 0.104
H -0.0504 0.1615 -1.6008 0.112
H 1.9935 1.9441 0.7134 0.091
H 2.4777 0.6765 1.7301 0.071
H 2.1267 -1.0745 -1.6097 0.072
H 3.2834 -0.6629 -0.3811 0.075
H 2.6971 0.5640 -1.4400 0.084
H -2.8830 1.1109 0.4017 0.062
H -2.9621 -0.1410 1.4026 0.056
```

***

[3]
The following is a DFT calculation (ωB97M-V with the def2-TZVPD basis set) of C6H13N in the gas phase in a non-equilibrium geometry.

Calculated values
**Total energy**: -7920.2636 eV
**Energy above the lowest of the compared OMol25 structures with the same formula, charge and spin**: 247.92 kJ/mol
**2S+1**: 1
**E_LUMO**: 1.1 eV
**Structure (SMILES)**: CCCC/C=C/N
**Total charge**: 0

The geometry in XYZ format:
```
20
Properties=species:S:1:pos:R:3:lowdin_charge:R:1
C 2.0223 -0.9992 2.4951 -0.108
C 1.0409 0.2080 2.0682 -0.228
C -0.1178 -0.2436 1.0616 -0.211
C 0.0704 0.2900 -0.3912 -0.250
N -1.8836 0.3897 -3.6792 0.000
C -1.1306 0.6070 -2.5487 -0.252
C -0.9993 -0.1575 -1.4044 -0.114
H 2.6371 -0.6053 3.3481 0.083
H 2.3929 -1.4858 1.6338 0.041
H 1.2481 -1.6744 2.8321 0.048
H 1.5593 1.1209 1.8457 0.073
H 0.5575 0.3997 3.1382 0.121
H -0.2873 -1.3130 0.8907 0.092
H -1.1488 0.0897 1.3859 0.116
H 0.9110 -0.0734 -1.0007 0.113
H 0.0734 1.3449 -0.2714 0.083
H -1.8526 1.1841 -4.1725 0.003
H -2.9386 0.3153 -3.4926 0.130
H -0.7828 1.7795 -2.5007 0.159
H -1.3714 -1.1764 -1.2382 0.100
```